1.
The following is a DFT calculation (ωB97M-V/def2-TZVPD) of a molecular structure, C12H18N3O4PPdS2.

Values from the calculation:
- max |F| (eV/A) = 0.47
- net charge = -2
- highest occupied orbital energy (eV) = -1.24
- relative energy (zero: lowest compared OMol25 entry of this formula, charge and spin) (kcal/mol) = 36.7
- gap between HOMO and LUMO (Eh) = 0.212
- LUMO level (eV) = 4.5

Positions of all 41 atoms, in Å:
Pd -0.32 1.11 1.03
C 2.11 -0.02 1.72
P 1.12 -0.20 3.21
C -0.39 -1.10 2.82
C 2.05 -1.45 4.17
O 0.95 1.01 4.08
H 2.50 -1.00 1.42
H 2.91 0.68 1.94
H 1.57 0.40 0.84
H -0.17 -2.09 2.42
H -1.01 -0.58 2.08
H -0.97 -1.19 3.75
H 2.25 -2.35 3.58
H 1.47 -1.72 5.05
H 3.00 -1.02 4.49
N -0.47 3.45 2.30
C 0.16 3.37 1.07
N -0.65 3.54 -0.03
S 1.85 3.53 0.94
H -1.41 3.06 2.31
H 0.11 3.06 3.04
H -1.59 3.17 0.08
H -0.20 3.19 -0.87
O -0.91 0.57 -4.27
C -0.45 -0.72 -4.19
C -0.29 -1.48 -5.34
C 0.15 -2.79 -5.27
C 0.42 -3.35 -4.03
C 0.24 -2.59 -2.88
C -0.18 -1.26 -2.93
C -0.29 -0.47 -1.62
O 0.25 0.66 -1.62
O -0.86 -1.06 -0.68
H -1.09 0.76 -5.20
H -0.52 -1.04 -6.31
H 0.28 -3.37 -6.17
H 0.76 -4.38 -3.95
H 0.40 -3.00 -1.90
S -5.68 2.73 1.62
C -4.10 2.17 1.64
N -3.00 1.79 1.66

2.
The following is a DFT calculation (ωB97M-V/def2-TZVPD) of C12H18N4O2 in the gas phase.

Values from the calculation:
- max |F| (eV/A) = 2.34
- net charge = 0
- highest occupied orbital energy (eV) = -8.11
- SMILES = CN(C)/C=N/c1cc(=O)n(C)c(=O)n1CC1CC1
- relative energy (zero: lowest compared OMol25 entry of this formula, charge and spin) (kcal/mol) = 0.0
- gap between HOMO and LUMO (Eh) = 0.316
- LUMO level (eV) = 0.5

Positions of all 36 atoms, in Å:
C 3.21 0.02 3.26
N 1.89 -0.52 2.83
C 0.92 -1.07 3.81
C 1.59 -0.54 1.49
N 0.42 -0.98 1.06
C 0.18 -1.01 -0.29
C 1.07 -1.65 -1.09
C 0.81 -1.73 -2.52
O 1.73 -2.08 -3.23
N -0.41 -1.30 -3.03
C -0.72 -1.46 -4.47
C -1.24 -0.62 -2.19
O -2.23 -0.12 -2.67
N -0.96 -0.43 -0.81
C -1.80 0.43 0.04
C -1.30 1.86 0.05
C -2.14 3.01 0.59
C -1.94 2.85 -0.93
H 3.02 0.72 4.05
H 3.82 -0.77 3.63
H 3.75 0.63 2.50
H -0.02 -0.59 3.66
H 0.81 -2.16 3.70
H 1.22 -0.83 4.84
H 2.34 -0.12 0.79
H 2.00 -2.11 -0.69
H -1.77 -1.43 -4.72
H -0.37 -2.44 -4.77
H -0.25 -0.68 -5.08
H -1.83 0.05 1.08
H -2.83 0.48 -0.36
H -0.21 1.93 0.25
H -1.60 3.81 1.14
H -3.12 2.70 0.99
H -2.81 2.59 -1.51
H -1.26 3.58 -1.40

3.
The following is a DFT calculation (ωB97M-V/def2-TZVPD) of 2 unconnected molecules or ions with the total composition C12H18N4O4.

Values from the calculation:
- max |F| (eV/A) = 3.94
- net charge = 0
- highest occupied orbital energy (eV) = -8.23
- relative energy (zero: lowest compared OMol25 entry of this formula, charge and spin) (kcal/mol) = 0.0
- gap between HOMO and LUMO (Eh) = 0.277
- LUMO level (eV) = -0.7

Positions of all 38 atoms, in Å:
O -1.27 2.29 3.81
O 1.20 -0.63 0.40
O 1.13 4.42 0.60
O -0.48 -0.21 -0.92
C -1.72 1.72 2.82
C 0.44 0.19 -0.17
C 0.33 3.83 1.33
C 1.78 -6.70 -3.45
C 0.73 -2.47 -3.39
C 1.42 -5.88 -2.40
C 1.06 -3.77 -3.71
C 0.81 -3.73 -1.52
N 0.57 -2.46 -2.01
N -0.46 4.51 2.17
N -1.14 1.75 1.62
N 1.10 -4.52 -2.52
C -3.01 0.95 2.91
C -0.45 5.97 2.33
C 0.67 1.69 -0.04
C 0.20 2.29 1.31
H 1.85 -6.35 -4.47
H 2.02 -7.74 -3.28
H 0.62 -1.62 -4.05
H 1.39 -6.32 -1.40
H 1.26 -4.13 -4.71
H 0.78 -3.98 -0.46
H 0.32 -1.63 -1.44
H -1.03 3.96 2.80
H -1.60 1.25 0.88
H -2.82 -0.09 2.65
H -3.74 1.38 2.22
H -3.39 1.01 3.93
H -1.16 6.27 3.10
H -0.73 6.43 1.38
H 0.55 6.30 2.60
H 1.73 1.90 -0.16
H 0.14 2.20 -0.84
H 0.88 1.91 2.07

4.
The following is a DFT calculation (ωB97M-V/def2-TZVPD) of a molecular structure, C12H18NO5SiW.

Values from the calculation:
- max |F| (eV/A) = 1.60
- net charge = +1
- highest occupied orbital energy (alpha / beta) (eV) = -11.78 / -13.49
- <S²> = 2.01
- relative energy (zero: lowest compared OMol25 entry of this formula, charge and spin) (kcal/mol) = 0.0
- gap between HOMO and LUMO (alpha / beta) (Eh) = 0.282 / 0.337
- 2S+1 = 3
- LUMO level (alpha / beta) (eV) = -4.1 / -4.3

Positions of all 38 atoms, in Å:
W 0.63 1.44 -0.11
N -0.63 2.91 1.17
C -1.16 3.94 0.20
C -0.46 3.27 -0.97
O 0.81 3.40 -0.97
O -0.96 2.19 -1.40
H -1.39 2.41 1.63
H -0.06 3.34 1.89
H -0.79 4.93 0.42
H -2.25 3.91 0.14
O 3.94 0.04 1.44
C 3.10 0.39 0.68
O 2.34 1.50 0.84
C 2.63 -0.39 -0.52
C 2.13 0.30 -1.64
C 1.50 -0.41 -2.67
C 1.36 -1.78 -2.57
C 1.90 -2.46 -1.48
C 2.53 -1.77 -0.45
H 2.47 1.32 -1.85
H 1.14 0.12 -3.55
H 0.87 -2.34 -3.36
H 1.82 -3.54 -1.42
H 2.93 -2.29 0.41
C -0.56 -2.56 1.80
Si -1.47 -1.18 0.94
C -2.77 -0.40 2.01
C -2.15 -1.68 -0.72
O -0.32 0.02 0.65
H -1.26 -3.23 2.30
H 0.11 -2.16 2.56
H 0.03 -3.15 1.10
H -3.52 -1.13 2.31
H -3.30 0.40 1.48
H -2.33 0.01 2.92
H -2.97 -2.39 -0.61
H -1.38 -2.15 -1.33
H -2.53 -0.82 -1.26

5.
The following is a DFT calculation (ωB97M-V/def2-TZVPD) of a molecular structure, C12H19B2F4MoN6O6Se3Te.

Values from the calculation:
- max |F| (eV/A) = 0.95
- net charge = +1
- highest occupied orbital energy (alpha / beta) (eV) = -11.54 / -11.98
- <S²> = 2.06
- relative energy (zero: lowest compared OMol25 entry of this formula, charge and spin) (kcal/mol) = 0.5
- gap between HOMO and LUMO (alpha / beta) (Eh) = 0.224 / 0.229
- 2S+1 = 3
- LUMO level (alpha / beta) (eV) = -5.4 / -5.7

Positions of all 54 atoms, in Å:
Mo -0.50 0.04 0.55
C 3.27 0.94 -1.52
C 2.15 0.77 -0.57
N 1.16 -0.02 -0.80
O 1.29 -0.81 -1.90
B 0.07 -1.28 -2.61
F -0.69 -0.23 -3.07
F 0.48 -2.14 -3.57
O -0.81 -2.11 -1.62
N -0.52 -1.94 -0.31
C 0.02 -2.93 0.31
C 0.33 -4.24 -0.30
C 0.34 -2.62 1.73
N 0.19 -1.38 2.02
O 0.32 -1.03 3.31
B 1.43 0.00 3.59
F 2.61 -0.56 3.11
F 1.38 0.26 4.91
O 1.16 1.27 2.84
N 1.13 0.96 1.51
C 2.09 1.40 0.78
C 3.16 2.26 1.33
C 0.77 -3.62 2.73
H 3.55 -0.03 -1.94
H 4.14 1.41 -1.06
H 2.93 1.56 -2.35
H 0.26 -4.19 -1.38
H -0.37 -4.99 0.08
H 1.33 -4.55 -0.01
H 3.55 1.81 2.25
H 2.72 3.22 1.60
H 3.97 2.43 0.63
H 0.91 -4.60 2.29
H 0.02 -3.69 3.52
H 1.70 -3.29 3.20
C -3.38 1.50 -2.49
C -2.32 1.38 -1.46
N -2.12 0.28 -0.80
O -2.97 -0.77 -1.13
C -1.38 2.45 -1.21
C -1.46 3.78 -1.88
N -0.39 2.13 -0.42
O 0.58 2.90 -0.23
H -3.00 1.02 -3.40
H -3.59 2.54 -2.72
H -4.29 0.99 -2.19
H -2.36 -1.40 -1.58
H -2.43 4.24 -1.71
H -1.33 3.67 -2.96
H -0.69 4.44 -1.50
Se -1.79 1.47 2.26
Se -4.89 2.09 0.74
Te -5.07 -0.19 1.24
Se -2.66 -0.59 2.19

6.
The following is a DFT calculation (ωB97M-V/def2-TZVPD) of C12H19BN2O4 in the gas phase.

Values from the calculation:
- max |F| (eV/A) = 2.51
- net charge = 0
- highest occupied orbital energy (eV) = -8.88
- SMILES = CC(C)C[C@H](NC(=O)Cn1ccccc1=O)B(O)O
- gap between HOMO and LUMO (Eh) = 0.332
- LUMO level (eV) = 0.1

Positions of all 38 atoms, in Å:
C -2.69 -2.71 -1.94
C -2.25 -1.35 -2.51
C -3.45 -0.63 -3.10
C -1.58 -0.41 -1.45
C -0.32 -0.98 -0.87
N 0.19 -0.29 0.33
C 0.91 -0.93 1.33
O 1.34 -2.06 1.14
C 1.16 -0.22 2.66
N 1.63 1.14 2.58
C 2.96 1.39 2.78
C 3.36 2.67 2.99
C 2.49 3.75 2.94
C 1.18 3.52 2.65
C 0.69 2.19 2.41
O -0.48 1.98 2.11
B 0.81 -0.98 -1.96
O 1.97 -1.64 -1.61
O 0.69 -0.35 -3.21
H -3.14 -3.33 -2.74
H -3.45 -2.60 -1.19
H -1.89 -3.26 -1.46
H -1.50 -1.51 -3.31
H -4.02 -1.24 -3.83
H -4.15 -0.34 -2.31
H -3.15 0.30 -3.54
H -2.36 -0.17 -0.69
H -1.37 0.57 -1.92
H -0.42 -2.04 -0.63
H -0.19 0.64 0.53
H 1.90 -0.84 3.20
H 0.24 -0.23 3.25
H 3.65 0.59 2.83
H 4.41 2.82 3.11
H 2.87 4.73 3.04
H 0.47 4.32 2.62
H 1.91 -1.87 -0.63
H 1.57 -0.59 -3.59